The following is a DFT calculation (ωB97M-V/def2-TZVPD) of C10H13ClI2MoN2OP as an isolated structure at a distorted geometry.

## Properties
Multiplicity ... 3
<S²> ... 2.183
E ... -55443.3233 eV
Gap between HOMO and LUMO (alpha / beta) ... 4.86 / 4.32 eV
Total charge ... +3
Highest occupied orbital energy (alpha / beta) ... -0.7217 / -0.7213 Eh

Structure (XYZ):
```
31
Properties=species:S:1:pos:R:3:forces:R:3:nbo_charge:R:1
I -1.2194 -2.4918 -0.5517 1.2 0.7 0.7 0.50
I -1.2523 2.4946 -0.5825 1.2 -0.8 0.7 0.48
Mo 0.3416 0.0128 -0.0343 1.6 0.1 -0.6 0.62
P 0.1674 -0.0019 -2.4991 -0.5 -0.1 -3.1 1.21
C -1.4628 -0.0165 -3.3293 0.0 0.0 0.5 -0.97
C 1.0298 1.4430 -3.2187 0.0 0.3 0.7 -0.94
H 2.0397 -1.5260 -2.7521 -0.1 -0.1 -0.2 0.28
H 1.1622 -1.2721 -4.2948 -0.2 0.1 0.3 0.31
H 0.4709 -2.3496 -3.0129 0.3 0.2 -0.3 0.27
C 1.0496 -1.4382 -3.2123 0.0 -0.3 0.7 -0.95
H 2.0235 1.5411 -2.7689 -0.1 0.0 -0.2 0.28
H 1.1332 1.2793 -4.3023 -0.2 -0.1 0.3 0.31
H -1.2440 -0.0134 -4.4067 -0.1 0.0 0.2 0.31
H -2.0502 0.8702 -3.0660 0.1 -0.1 -0.2 0.27
H 0.4458 2.3496 -3.0141 0.3 -0.2 -0.3 0.27
H -2.0375 -0.9130 -3.0704 0.2 0.1 -0.2 0.27
C -2.0897 -0.0175 -0.2823 -3.6 0.0 -1.0 0.41
O -3.2454 -0.0255 -0.4583 4.3 0.0 0.9 -0.41
Cl 2.7148 0.0276 -0.3486 -3.4 0.0 0.3 0.00
N 3.2769 -0.1027 5.4381 -2.4 0.1 -1.5 -0.08
C 2.2764 -0.0639 4.8290 2.1 -0.1 1.2 0.17
C 1.0288 -0.0200 4.0969 0.8 -0.1 0.9 -0.11
C -0.1794 0.0151 4.8036 -0.4 0.1 -1.0 0.00
C -1.3580 0.0593 4.0463 0.2 -0.1 -0.7 -0.18
C -1.2843 0.0496 2.6560 0.3 0.1 0.3 0.07
N -0.0740 -0.0001 1.9891 -2.1 0.0 0.7 -0.53
C 1.0743 -0.0409 2.7161 -0.4 0.1 -0.1 0.07
H -0.1881 0.0209 5.8841 0.0 0.0 0.1 0.30
H -2.3465 0.0999 4.4936 0.2 0.0 0.1 0.29
H -2.2184 0.1057 2.0725 0.8 -0.1 0.3 0.24
H 2.0150 -0.0755 2.1799 0.0 0.0 0.2 0.26
```
Forces are in eV/Å.

The following is a DFT calculation (ωB97M-V/def2-TZVPD) of a 12-piece molecular cluster, C4H35N2O11 overall at a distorted geometry.

## Properties
Multiplicity ... 1
Energy relative to the best compared isomer or geometry (same formula, charge and spin) ... 130.9 kcal per mole
E ... -30210.1087 eV
Gap between HOMO and LUMO ... 9.48 eV
Total charge ... +1
Highest occupied orbital energy ... -0.4435 Eh

Structure (XYZ):
```
52
Properties=species:S:1:pos:R:3:forces:R:3:nbo_charge:R:1
C 2.2008 0.2166 -0.1451 -2.1 0.8 1.3 -0.19
C 3.1212 -0.2376 1.0120 -0.3 -0.9 -1.7 -0.44
C 3.8337 -1.5969 0.7574 -0.3 -0.8 2.9 -0.21
C 3.0302 -3.2942 -0.9967 0.5 -1.9 1.8 -0.42
N 2.8384 -2.6584 0.3727 1.1 1.8 -2.7 -0.68
N 0.7123 0.3119 0.4787 3.2 -3.4 3.3 -0.72
H 2.0370 -0.4182 -0.9674 0.3 -1.4 -0.8 0.22
H 2.3558 1.1881 -0.6232 0.1 0.1 0.8 0.23
H 3.9098 0.4815 1.2767 -0.7 0.1 0.2 0.24
H 2.3467 -0.4472 1.7525 1.0 0.2 0.8 0.20
H 4.0831 -1.8741 1.9974 0.4 0.6 -3.9 0.20
H 4.7111 -1.4665 0.0064 -1.2 -0.6 1.6 0.21
H 4.1146 -3.6425 -1.2116 -1.6 0.7 0.4 0.19
H 2.6648 -2.7228 -1.8281 -0.2 0.5 -0.2 0.20
H 2.3986 -4.2390 -0.8701 0.9 1.1 -0.8 0.20
H 2.8934 -3.4375 0.9521 0.5 -1.1 1.5 0.36
H 0.1657 0.9015 -0.0288 -1.6 2.6 -1.6 0.45
H 0.1264 -0.5496 0.6778 1.3 -0.1 -1.2 0.46
H 0.7399 0.6271 1.4793 0.4 0.5 -1.6 0.43
H -3.1231 0.8066 -0.3533 0.1 2.2 -1.0 0.48
H -3.9146 -0.3222 -0.0902 -2.5 -1.1 -0.4 0.49
O -3.0483 -0.0306 0.0321 2.3 -1.0 1.2 -0.96
H -4.5932 -0.6404 -2.2947 0.6 -0.8 -0.2 0.47
H -5.6644 0.3721 -2.2698 1.2 -0.5 1.8 0.50
O -4.9532 -0.0271 -1.6634 -2.2 1.3 -2.0 -0.97
H -2.6106 0.4262 -3.9585 1.0 -0.1 -0.4 0.46
H -2.6364 1.7954 -3.6179 -0.3 1.7 0.3 0.47
O -1.9900 1.1832 -3.9290 -0.7 -1.7 0.1 -0.92
H -2.4846 -2.2572 -1.1245 -1.3 1.8 -0.2 0.47
H -1.7800 -3.1860 -0.2976 -0.3 -0.7 1.4 0.45
O -1.8663 -2.9442 -1.1971 1.0 -1.1 -1.3 -0.92
H 1.7727 2.0851 3.9722 1.5 -0.3 -1.0 0.47
H 0.9989 2.5385 5.0799 -0.9 -0.2 -0.5 0.49
O 0.8637 2.1759 4.1790 -0.7 0.5 1.3 -0.95
H 0.5854 2.5426 -1.9756 0.3 0.2 -0.6 0.50
H -0.7295 1.8469 -1.8450 -1.6 -0.3 -1.3 0.50
O 0.0942 1.9475 -1.4209 0.9 0.1 0.8 -0.97
H -3.2093 -0.5290 1.8042 2.1 -0.7 2.1 0.49
H -2.4785 -1.6853 2.6669 0.0 0.6 -0.2 0.49
O -2.5101 -0.7192 2.5496 -1.8 0.1 -1.5 -0.99
H 0.4902 3.5238 0.0086 0.0 -0.4 0.9 0.47
H 0.2927 3.0586 1.4907 -0.2 0.3 -0.4 0.49
O 0.9559 3.2911 0.8321 0.6 0.5 -0.3 -0.97
H -1.0609 4.4661 -3.6895 -0.6 -1.5 1.0 0.49
H -1.0297 4.0277 -2.2341 0.2 0.7 1.4 0.46
O -1.3157 3.7163 -3.0694 0.2 1.2 -2.4 -0.96
H -1.6363 0.8283 1.5918 0.3 0.7 -0.1 0.51
H -0.7542 1.5377 2.5239 0.1 0.5 0.9 0.49
O -1.0322 1.6153 1.6113 -1.6 -1.0 0.4 -1.00
H 0.6053 -2.8751 1.4741 -1.4 0.1 -1.7 0.50
H -0.3187 -3.0835 0.1894 0.6 -3.0 -4.6 0.47
O -0.2030 -2.6277 0.9331 1.4 3.3 6.5 -0.97
```
Forces are in eV/Å.

The following is a DFT calculation (ωB97M-V/def2-TZVPD) of C5H8O2 as an isolated structure.

## Properties
Multiplicity ... 1
Energy relative to the best compared isomer or geometry (same formula, charge and spin) ... 77.1 kcal per mole
E ... -9406.4877 eV
Gap between HOMO and LUMO ... 9.51 eV
Total charge ... 0
Highest occupied orbital energy ... -0.3295 Eh

Structure (XYZ):
```
15
Properties=species:S:1:pos:R:3:forces:R:3:nbo_charge:R:1
C -1.3878 -0.3312 -0.5080 0.2 -0.1 -0.3 -0.79
C -0.0060 -0.1989 -0.5480 -0.2 -0.1 -0.2 0.38
C 1.0627 0.4643 -1.2986 0.0 0.2 0.0 -0.46
C 1.2192 -0.9661 -0.7859 0.0 -0.2 0.1 -0.46
O 0.6354 0.5338 1.3078 -0.2 0.1 0.2 -0.65
C -0.2749 0.7338 2.1405 0.1 0.0 0.0 0.67
O -1.5154 0.5539 1.9408 0.2 0.0 -0.2 -0.67
H -1.9676 0.3813 -1.0946 0.1 -0.1 0.1 0.24
H -1.5640 0.1172 0.7392 0.1 0.1 0.3 0.44
H -1.7843 -1.3452 -0.4569 0.1 0.1 0.0 0.24
H 0.8710 0.6441 -2.3542 0.0 0.0 0.2 0.23
H 1.6541 1.2184 -0.7919 -0.1 -0.1 -0.1 0.26
H 1.1427 -1.8023 -1.4774 0.0 0.1 0.1 0.23
H 1.9073 -1.1028 0.0407 -0.1 0.0 -0.1 0.26
H 0.0076 1.0995 3.1465 0.0 0.0 -0.1 0.10
```
Forces are in eV/Å.

The following is a DFT calculation (ωB97M-V/def2-TZVPD) of C24H25N3O3Sr as an isolated structure at a distorted geometry.

## Properties
Multiplicity ... 1
E ... -36730.5446 eV
Gap between HOMO and LUMO ... 5.57 eV
Total charge ... +2
Highest occupied orbital energy ... -0.4430 Eh

Structure (XYZ):
```
56
Properties=species:S:1:pos:R:3:forces:R:3:nbo_charge:R:1
C -1.0317 -2.1023 -6.0763 -0.6 0.4 -1.3 -0.36
C -1.5780 -1.2367 -6.9652 0.5 -2.1 0.4 -0.01
H -1.0266 -3.1637 -6.3145 0.2 0.2 0.2 0.21
H -0.5975 -1.7528 -5.1583 -0.2 -0.1 -0.4 0.14
C -1.6963 0.1784 -6.6833 0.2 1.8 1.2 0.00
C -1.3359 0.7217 -5.4862 -0.5 -0.1 -1.4 -0.41
H -1.0083 0.1299 -4.6344 -0.1 0.3 -0.3 0.16
H -1.4050 1.8044 -5.3795 0.0 -0.3 0.2 0.20
C -2.0555 -1.7996 -8.2875 -0.1 -0.1 0.1 -0.64
H -1.8500 -2.8755 -8.2940 -0.1 0.2 -0.1 0.22
H -1.5389 -1.3518 -9.1472 -0.1 0.0 0.3 0.23
H -3.1353 -1.6618 -8.4325 0.2 0.1 0.0 0.23
C -2.2447 1.0806 -7.7711 0.2 0.2 0.1 -0.64
H -3.2406 0.7660 -8.1128 0.3 0.0 0.1 0.23
H -1.5900 1.1008 -8.6542 -0.2 -0.1 0.2 0.23
H -2.3273 2.1023 -7.3870 0.0 -0.2 -0.2 0.22
Sr -0.4066 -0.0273 2.2393 -0.5 -0.1 0.4 1.89
O -0.0209 -0.3364 -0.1254 1.0 0.7 -1.3 -0.76
C 0.6855 0.1438 -1.0533 -0.8 -0.1 2.1 0.72
O 1.1975 1.5216 1.5310 1.3 0.5 -2.0 -0.75
C 1.8649 1.6956 0.4892 -0.5 0.0 1.4 0.95
O 2.8672 2.5493 0.4448 -0.4 -0.6 -0.4 -0.41
N 1.6954 1.0708 -0.7411 -0.7 -0.5 0.1 -0.46
C 3.4907 2.5097 -0.8791 0.8 0.9 0.4 -0.09
C 2.7075 1.5289 -1.6972 -0.5 -0.5 -0.6 -0.25
H 4.5251 2.1787 -0.7477 -0.2 0.3 0.1 0.23
H 3.4455 3.5191 -1.2985 0.2 -0.2 0.3 0.23
H 3.3272 0.6909 -2.0284 -0.2 0.1 0.0 0.24
H 2.2211 1.9931 -2.5576 0.2 0.0 0.1 0.23
C 0.5450 -0.2478 -2.4288 -0.2 -0.8 -0.9 -0.39
C -0.2016 -1.3302 -2.7737 1.1 0.8 1.0 -0.13
H 1.1372 0.3042 -3.1634 -0.2 -0.5 0.1 0.24
H -0.8503 -1.8281 -2.0504 0.3 0.1 -0.2 0.22
H -0.0608 -1.7686 -3.7498 -0.3 0.1 0.3 0.23
C 1.0217 -3.5355 5.1334 0.0 0.1 -0.1 -0.24
C 0.7386 -2.6967 4.0452 -0.4 1.0 0.9 0.05
N 0.2852 -1.4376 4.2236 0.3 -0.7 -0.3 -0.62
C 0.1230 -0.9337 5.4743 0.2 -0.5 0.3 0.24
C 0.3968 -1.7337 6.6266 -0.2 0.8 -1.0 -0.09
C 0.8443 -3.0531 6.4207 0.0 0.0 -0.3 -0.09
C 0.2186 -1.1402 7.9133 -0.3 0.9 0.7 -0.17
C -0.1756 0.1700 8.0641 0.3 -1.0 0.4 -0.15
C -0.4277 1.0161 6.9420 0.0 -0.5 -1.2 -0.07
C -0.8047 2.3702 7.0461 0.0 0.0 -0.3 -0.10
C -1.0297 3.1140 5.8990 0.0 0.0 0.0 -0.23
C -0.9204 2.4919 4.6476 0.3 -1.1 0.4 0.07
N -0.5767 1.1925 4.5237 -0.2 0.7 -0.1 -0.59
C -0.3045 0.4561 5.6309 -0.2 0.4 0.5 0.15
H 1.3772 -4.5423 4.9393 0.0 0.1 0.2 0.25
H 0.8787 -3.0199 3.0087 0.0 0.0 0.4 0.20
H 1.0615 -3.6765 7.2882 -0.1 0.1 -0.2 0.25
H 0.4140 -1.7579 8.7931 -0.1 0.3 -0.2 0.24
H -0.3047 0.5956 9.0619 0.1 -0.2 -0.3 0.24
H -0.9145 2.8114 8.0359 0.0 0.0 -0.2 0.25
H -1.2995 4.1675 5.9406 0.0 -0.3 0.1 0.25
H -1.1091 3.0345 3.7159 0.1 -0.1 0.4 0.21
```
Forces are in eV/Å.

The following is a DFT calculation (ωB97M-V/def2-TZVPD) of a 2-piece molecular cluster, C11H21IO4P2 overall at a distorted geometry.

## Properties
Structure (SMILES) ... COCCC[PH](C)(I)P(=O)(O)O.c1ccccc1
Multiplicity ... 1
E ... -46616.0954 eV
Gap between HOMO and LUMO ... 8.97 eV
Total charge ... 0
Highest occupied orbital energy ... -0.3253 Eh

Structure (XYZ):
```
39
Properties=species:S:1:pos:R:3:forces:R:3:nbo_charge:R:1
C 3.8581 1.9013 0.8383 0.7 -0.1 0.2 -0.25
O 2.5252 1.8338 0.3429 0.4 0.4 -0.7 -0.57
C 2.2316 2.8543 -0.5968 -0.5 0.9 -0.6 -0.07
C 1.1764 2.3802 -1.6568 0.6 -0.5 0.3 -0.44
C 0.1923 1.2929 -1.1077 0.8 0.3 -0.6 -0.71
P -0.7542 1.7788 0.4485 -0.7 -1.3 -0.8 0.76
C -2.5564 1.1779 0.5588 -0.1 -0.5 0.0 -0.91
I -0.0609 -0.4431 1.4883 0.8 -1.0 1.2 -0.40
P -1.4913 3.6925 -0.3984 -3.0 4.1 -0.1 1.89
O -2.7662 4.1694 0.2846 2.0 -1.4 -0.7 -1.10
O -1.8731 3.5632 -2.0403 1.5 -0.1 1.9 -0.98
O -0.3854 4.9620 -0.2755 -0.7 -1.9 -1.2 -0.97
H 3.8805 2.1331 1.9266 -0.2 -0.4 -0.6 0.19
H 4.3451 0.9315 0.6102 -0.2 0.5 0.5 0.19
H 4.4773 2.6870 0.3508 -0.6 -0.4 0.1 0.17
H 3.1174 3.1851 -1.1902 -0.3 -0.4 0.6 0.18
H 1.8968 3.7584 -0.0398 0.0 -0.4 -0.4 0.16
H 1.7756 1.8787 -2.4520 -0.6 0.2 0.4 0.23
H 0.6845 3.2363 -2.1604 0.2 -0.4 0.5 0.24
H 0.7827 0.3890 -0.8751 -0.4 0.7 0.0 0.27
H -0.5073 0.9969 -1.9245 0.0 0.4 0.8 0.26
H -0.1461 2.4238 1.5743 -0.3 -0.1 -0.7 0.06
H -3.1611 1.7916 1.2496 0.4 0.1 -0.7 0.28
H -2.9884 1.1200 -0.4679 0.3 0.6 0.7 0.24
H -2.5854 0.1412 0.9397 0.3 0.7 -0.2 0.26
H -2.7931 3.2735 -1.9979 -0.2 0.2 -0.2 0.51
H -0.0837 5.0216 0.6357 -0.1 0.1 0.2 0.50
C -0.2828 -4.3182 1.4895 0.0 -0.1 0.0 -0.22
C -0.8842 -3.8041 0.3478 -0.1 0.0 -0.1 -0.22
C -1.3382 -4.6640 -0.6456 0.0 -0.1 0.1 -0.22
C -1.1870 -6.0379 -0.4988 0.0 0.0 0.0 -0.21
C -0.5774 -6.5510 0.6394 0.0 0.0 0.0 -0.22
C -0.1266 -5.6918 1.6343 0.0 0.0 -0.1 -0.20
H 0.0653 -3.6481 2.2667 0.0 0.0 0.0 0.22
H -0.9990 -2.7307 0.2340 0.0 -0.3 0.0 0.22
H -1.8103 -4.2633 -1.5348 0.0 0.0 0.0 0.21
H -1.5430 -6.7081 -1.2719 0.0 0.0 0.0 0.21
H -0.4542 -7.6215 0.7519 0.0 0.0 0.0 0.21
H 0.3466 -6.0921 2.5227 0.0 0.0 0.0 0.21
```
Forces are in eV/Å.

The following is a DFT calculation (ωB97M-V/def2-TZVPD) of C28H36FN6O9SScSe as an isolated structure at a distorted geometry.

## Properties
Multiplicity ... 1
Energy relative to the best compared isomer or geometry (same formula, charge and spin) ... 37.9 kcal per mole
E ... -156592.4094 eV
Gap between HOMO and LUMO ... 5.12 eV
Total charge ... -2
Highest occupied orbital energy ... -0.0456 Eh

Structure (XYZ):
```
83
Properties=species:S:1:pos:R:3:forces:R:3:mulliken_charge:R:1
Sc -0.2196 -0.4815 0.6263 -0.5 -1.0 -0.1 1.27
C -4.5937 -1.2595 2.3028 0.0 0.0 0.0 -1.61
C -3.2767 -0.5398 2.0517 -0.1 -0.2 0.2 1.46
O -2.5477 -1.0252 1.1556 0.1 0.2 -0.3 -0.49
C -2.9421 0.5302 2.8934 0.0 0.0 0.0 -2.11
C -1.6734 1.1314 2.6946 0.0 0.2 0.1 1.51
C -0.7404 1.2377 3.8687 0.0 -0.2 -0.2 -1.02
N -1.2383 1.4944 1.5088 0.2 0.2 0.1 0.24
N -2.2499 1.8749 0.6072 -0.2 -0.1 -0.1 -0.54
C -2.1897 1.3544 -0.5732 0.1 0.1 -0.1 0.27
O -1.3964 0.4324 -0.9973 0.2 0.5 -0.2 -0.32
C -3.1366 1.9357 -1.5827 -0.1 -0.1 0.0 0.37
C -3.1634 1.3961 -2.8660 0.0 0.0 0.0 -0.49
C -4.0152 1.9151 -3.8343 0.0 0.0 0.0 -0.76
C -4.8534 2.9786 -3.5315 0.0 0.0 0.0 -0.35
C -4.8362 3.5169 -2.2475 0.0 0.0 0.0 -0.61
C -3.9870 3.0003 -1.2822 0.0 0.0 0.0 -0.38
H -4.3998 -2.3222 2.4629 0.0 0.0 0.0 0.29
H -5.2074 -1.1677 1.4039 0.0 0.0 0.0 0.27
H -5.1419 -0.8468 3.1508 0.0 0.0 0.0 0.37
H -3.4323 0.5913 3.8584 0.0 0.0 0.0 0.12
H -1.3264 1.2955 4.7890 0.0 0.0 0.0 0.50
H -0.0701 2.0942 3.8033 0.0 0.0 0.0 0.02
H -0.1490 0.3169 3.8587 0.1 0.1 0.2 -0.01
H -2.5080 0.5592 -3.0725 0.0 0.0 0.0 0.46
H -4.0277 1.4816 -4.8282 0.0 0.0 0.0 0.39
H -5.5198 3.3831 -4.2854 0.0 0.0 0.0 0.35
H -5.4929 4.3443 -2.0002 0.0 0.0 0.0 0.36
H -3.9601 3.3992 -0.2769 0.0 0.0 0.0 0.44
C 2.1513 3.0861 -2.2409 0.1 -0.1 0.1 -1.19
S 0.9275 1.9691 -1.5164 -0.6 0.1 -0.6 0.87
C 0.9792 0.7563 -2.8312 0.0 0.0 -0.1 -0.52
O 1.6071 1.3529 -0.3415 0.0 -0.5 0.4 -0.70
H 3.0854 2.5448 -2.3995 0.0 0.0 0.0 0.32
H 2.3061 3.9005 -1.5338 0.0 0.0 0.0 0.35
H 1.7618 3.4798 -3.1798 0.0 0.0 0.0 0.41
H 0.4763 1.1924 -3.6970 0.1 0.0 -0.1 0.48
H 0.4297 -0.1414 -2.5417 0.1 0.1 0.1 -0.32
H 2.0212 0.5084 -3.0391 0.0 0.0 0.0 0.37
C 1.6703 3.4273 1.7406 0.0 0.0 0.1 -0.57
N 2.2514 3.5851 3.0667 0.1 0.0 0.1 0.40
C 2.3322 4.7483 3.7987 0.0 0.0 -0.1 -0.31
C 2.9280 4.4539 4.9718 0.0 0.0 0.1 -0.52
N 3.2115 3.0998 4.9469 0.0 -0.1 0.0 0.18
C 3.8209 2.3208 5.9956 0.0 0.0 0.0 -0.92
C 2.7965 2.5486 3.7707 -0.2 0.0 -0.3 -0.43
Se 2.8161 0.8077 3.2364 0.3 0.1 0.2 -0.17
H 1.3133 4.4033 1.4112 0.0 0.0 0.0 0.09
H 0.8469 2.7081 1.7544 0.0 0.1 0.0 0.16
H 2.4141 3.0278 1.0548 0.0 0.0 0.0 0.33
H 1.9503 5.6818 3.4261 0.0 0.0 0.0 0.40
H 3.1668 5.0749 5.8163 0.0 0.0 0.0 0.40
H 4.0178 2.9713 6.8470 0.0 0.0 0.0 0.31
H 4.7504 1.8734 5.6411 0.0 0.0 0.0 0.31
H 3.1559 1.5078 6.2876 0.0 0.0 0.0 0.31
O 0.4785 -1.2669 2.0425 0.3 0.1 0.4 -1.09
C 4.3354 -1.0223 0.4936 0.0 -0.1 0.1 -1.32
C 3.0580 -1.8358 0.3362 0.2 0.4 -0.2 0.85
C 2.7369 -2.8951 1.3228 -0.3 0.1 0.1 -0.70
O 2.3014 -1.5369 -0.5667 0.1 -0.2 -0.1 -0.38
H 4.9012 -1.2996 1.3830 0.0 0.1 0.0 0.34
H 4.0598 0.0317 0.5461 0.0 0.0 0.0 0.10
H 4.9521 -1.1639 -0.3975 0.0 -0.1 0.0 0.39
H 3.5731 -3.1659 1.9663 0.0 0.0 0.0 0.36
H 2.3272 -3.7652 0.8099 -0.1 0.0 0.0 0.25
H 1.8783 -2.4154 1.8908 0.1 -0.1 0.0 0.09
F 1.9934 -5.1424 -5.7657 0.0 0.0 0.0 -0.34
C 0.8641 -5.3501 -5.0566 0.0 0.0 0.0 0.33
C 0.6897 -4.7791 -3.8553 0.0 0.0 0.0 -0.17
N -0.4295 -4.9877 -3.0966 0.0 0.0 0.0 0.19
C -0.5369 -4.3157 -1.7959 0.0 0.0 0.0 -1.01
C -0.3140 -2.7804 -1.8625 0.3 -0.1 -0.2 0.68
O 0.0559 -2.3029 -2.9492 -0.2 0.0 0.1 -0.81
O -0.4815 -2.2435 -0.7566 0.0 0.3 0.3 -0.42
C -1.4638 -5.7658 -3.5546 0.0 0.0 0.0 0.52
O -2.4870 -6.0008 -2.9432 0.0 0.0 0.0 -0.66
N -1.2522 -6.3108 -4.8170 0.0 0.0 0.0 -0.06
C -0.1466 -6.1909 -5.6479 0.0 0.0 0.0 0.29
O -0.1024 -6.7510 -6.7305 0.0 0.0 0.0 -0.69
H 1.4245 -4.1125 -3.4293 0.0 0.0 0.0 0.53
H 0.2179 -4.7277 -1.1228 0.0 0.0 0.0 0.11
H -1.5164 -4.5327 -1.3847 0.0 0.0 0.0 0.38
H -2.0099 -6.8798 -5.1615 0.0 0.0 0.0 0.22
```
Forces are in eV/Å.